# 1
Computed, not measured: a cluster of 10 separate species, C22H36Cl28NO5P in total, with ωB97M-V with the def2-TZVPD basis set.

Computed properties:
spin multiplicity: 1
orbital gap: 10.3747 eV
SMILES string: CCCCCCCO[P@@](=O)(OCCCCl)OCCC(N)=O.ClC(Cl)Cl.ClC(Cl)Cl.ClC(Cl)Cl.ClC(Cl)Cl.ClC(Cl)Cl.ClC(Cl)Cl.ClC(Cl)Cl.ClC(Cl)Cl.ClC(Cl)Cl

Last column: Mulliken charge in e.
Element x y z (Å)
C1 2.38094 -0.27626 4.67211  -1.05
C2 1.46807 -0.39037 3.36390  0.04
C3 2.31919 -0.71163 2.01595  -0.22
C4 1.51364 0.06701 0.83447  0.36
C5 1.54792 -0.70376 -0.57398  0.33
C6 0.28200 -1.66023 -0.79357  -0.29
C7 -1.12200 -0.89216 -0.85261  -0.37
O1 -1.00688 0.55475 -0.92922  -0.39
P1 -2.12128 1.30253 0.13092  0.99
O2 -1.95309 0.81356 1.58729  -0.54
O3 -1.71074 2.96581 0.06334  -0.47
C8 -0.70902 3.28256 1.05984  0.79
C9 0.22562 4.52752 0.60232  -0.51
C10 0.17180 5.74870 1.62640  -0.59
Cl1 -1.32289 6.80483 1.38916  -0.22
O4 -3.68930 1.08248 -0.44724  -0.41
C11 -4.68854 1.22461 0.59690  -0.38
C12 -5.35775 -0.21287 0.83995  -0.43
C13 -5.78744 -0.45614 2.36586  0.38
N1 -6.60586 0.56010 3.10532  -0.59
O5 -5.50096 -1.48797 2.99668  -0.49
H1 1.70534 -0.48108 5.57045  0.17
H2 2.72984 0.80872 4.79141  0.19
H3 3.23783 -1.02303 4.68231  0.32
H4 0.56861 -1.08529 3.47430  0.33
H5 1.02096 0.65625 3.18334  -0.04
H6 3.40443 -0.34914 2.10511  0.27
H7 2.23744 -1.82281 1.79784  0.02
H8 0.41278 0.04384 1.17528  -0.25
H9 1.79243 1.16873 0.77211  0.06
H10 2.52453 -1.27307 -0.71306  -0.78
H11 1.50409 0.07259 -1.41986  0.37
H12 0.39671 -2.26596 -1.76479  0.09
H13 0.22495 -2.45278 0.03875  0.20
H14 -1.73521 -1.22718 0.04316  0.27
H15 -1.67200 -1.27409 -1.78906  0.32
H16 -1.20483 3.63245 2.03827  0.21
H17 -0.00302 2.43369 1.31906  -0.57
H18 -0.06588 4.93599 -0.42102  0.36
H19 1.31625 4.18706 0.50649  0.03
H20 0.31511 5.44558 2.71681  0.38
H21 1.07081 6.42047 1.37599  0.34
H22 -4.32120 1.72215 1.54838  0.33
H23 -5.49636 1.92313 0.16860  0.29
H24 -4.69826 -1.08720 0.54695  0.19
H25 -6.30153 -0.26629 0.19235  0.36
H26 -7.49573 0.59695 2.58775  0.30
H27 -6.11217 1.45652 2.95168  0.33
Cl2 0.57780 -5.48345 -4.37121  -0.08
C14 0.49927 -5.80111 -2.63181  0.09
Cl3 1.77295 -4.91896 -1.78035  0.07
Cl4 -1.09224 -5.36601 -1.99086  -0.13
H28 0.65423 -6.86524 -2.47112  0.09
Cl5 -2.37901 -6.12807 -5.09082  -0.05
C15 -2.89459 -7.12480 -6.45805  0.00
Cl6 -3.14231 -6.12662 -7.89755  -0.12
Cl7 -1.70872 -8.39774 -6.78070  -0.13
H29 -3.84069 -7.59571 -6.20143  0.30
Cl8 -1.27009 2.72523 7.73088  -0.14
C16 -0.20263 1.42036 7.19368  0.01
Cl9 -0.97743 0.47070 5.91857  -0.08
Cl10 1.34436 2.07335 6.63351  -0.12
H30 -0.01076 0.76517 8.04029  0.31
Cl11 4.70608 -7.40090 -0.88903  -0.08
C17 4.13583 -8.40989 -2.22345  -0.10
Cl12 2.43962 -8.85835 -1.98521  -0.13
Cl13 4.34522 -7.56957 -3.76476  -0.08
H31 4.73008 -9.32048 -2.24399  0.39
Cl14 -5.71083 4.70295 1.52706  -0.12
C18 -5.02491 6.32723 1.68886  0.47
Cl15 -5.16766 7.21659 0.16631  -0.13
Cl16 -5.81759 7.20864 3.00151  -0.12
H32 -3.96864 6.22986 1.93051  -0.11
Cl17 5.33773 1.28500 0.00085  -0.10
C19 4.69970 1.79316 -1.56548  -0.19
Cl18 4.19478 0.38731 -2.51234  -0.08
Cl19 3.34942 2.91717 -1.35250  -0.08
H33 5.48966 2.30622 -2.10900  0.45
Cl20 1.01004 8.98700 -0.97016  -0.13
C20 -0.45910 9.87776 -0.54785  0.39
Cl21 -0.10667 11.12185 0.65920  -0.13
Cl22 -1.18565 10.59883 -1.99067  -0.13
H34 -1.17181 9.17697 -0.11910  -0.02
Cl23 5.86084 -4.32379 -1.51202  -0.11
C21 5.17920 -2.91950 -0.68155  0.43
Cl24 4.16624 -3.43042 0.67380  -0.14
Cl25 6.46617 -1.84112 -0.12224  -0.13
H35 4.55516 -2.37429 -1.38704  -0.09
Cl26 3.82473 -3.14449 -5.53106  -0.06
C22 3.28515 -4.12594 -6.90071  0.29
Cl27 3.00237 -3.11024 -8.32100  -0.13
Cl28 4.46875 -5.38959 -7.26460  -0.12
H36 2.34666 -4.60432 -6.62971  0.01

=====

# 2
Computed, not measured: a structure of composition C22H36CoN4OP2S2, with ωB97M-V with the def2-TZVPD basis set.

Computed properties:
spin multiplicity: 1
orbital gap: 8.3353 eV
charge: +3

Last column: Mulliken charge in e.
Element x y z (Å)
Co1 -0.17435 0.09394 -0.18774  -0.52
C1 3.93439 0.21314 -1.35482  -1.85
C2 2.44986 0.21169 -1.20696  0.88
N1 1.78048 0.21892 -0.11427  1.36
N2 2.41061 0.23091 1.10339  -0.82
C3 1.63730 0.22149 2.20693  0.73
N3 2.22304 0.22621 3.39067  -0.39
S1 -0.05262 0.20879 2.06462  -0.42
C4 1.57876 0.19443 -2.40014  0.43
C5 2.08574 0.20624 -3.68328  -0.76
C6 1.20648 0.14670 -4.75893  -1.03
C7 -0.14680 0.06742 -4.49983  -1.10
C8 -0.58335 0.07622 -3.18289  -0.27
N4 0.24832 0.15359 -2.14001  1.25
H1 4.48644 0.13454 -0.42298  0.52
H2 4.26097 1.12699 -1.85663  0.39
H3 4.23598 -0.62946 -1.97897  0.38
H4 3.41849 0.26572 1.14908  0.11
H5 3.22464 0.26319 3.51503  0.20
H6 1.65663 0.21682 4.22639  0.25
H7 3.15239 0.25276 -3.85285  0.62
H8 1.58141 0.15415 -5.77408  0.49
H9 -0.87107 -0.00023 -5.30005  0.59
H10 -1.63867 0.03761 -2.97253  0.42
C9 -3.37734 0.27063 1.20950  -1.10
P1 -2.39480 0.10922 -0.29838  1.10
C10 -3.06930 -1.37368 -1.07763  -1.42
C11 -2.77324 1.52747 -1.36091  -0.25
C12 -3.93341 1.65139 -2.11704  -0.79
C13 -4.09190 2.75147 -2.95266  -0.86
C14 -3.09962 3.72057 -3.03670  -0.77
C15 -1.94392 3.61412 -2.27027  -1.04
C16 -1.78381 2.52127 -1.42849  0.66
P2 -0.39712 2.29032 -0.29639  1.74
C17 1.02858 3.21094 -0.90294  -1.53
C18 -0.87473 3.18501 1.20043  -1.16
H11 -4.42801 0.23639 0.91542  0.48
H12 -3.19608 1.20948 1.72450  0.32
H13 -3.17483 -0.55833 1.88918  0.43
H14 -4.08112 -1.17422 -1.43173  0.62
H15 -3.12108 -2.16653 -0.33231  0.50
H16 -2.45277 -1.71829 -1.90447  0.17
H17 -4.71646 0.90426 -2.07342  0.44
H18 -4.99199 2.84809 -3.54580  0.47
H19 -3.22913 4.56864 -3.69641  0.49
H20 -1.19043 4.38943 -2.33564  0.45
H21 0.78261 4.27365 -0.91144  0.64
H22 1.30904 2.89933 -1.90860  0.42
H23 1.87132 3.06965 -0.22536  0.37
H24 -1.22622 4.17297 0.89706  0.50
H25 -0.02034 3.29720 1.86712  0.47
H26 -1.66481 2.67670 1.74296  0.22
C19 0.16823 -3.78805 -2.56132  -0.96
C20 0.38016 -4.27057 -1.13486  -0.78
S2 -0.57338 -3.29278 0.02025  0.14
O1 -0.07326 -1.86262 -0.20381  -0.36
C21 0.13353 -3.84840 1.59182  -0.21
C22 -0.95248 -4.29792 2.56119  -1.19
H27 0.67378 -4.46439 -3.24848  0.44
H28 0.57964 -2.78737 -2.69860  0.07
H29 -0.89021 -3.77942 -2.82844  0.30
H30 1.42494 -4.22924 -0.82276  0.43
H31 0.01011 -5.29056 -0.99654  0.55
H32 0.68105 -2.97489 1.94798  0.01
H33 0.84387 -4.64700 1.37704  0.50
H34 -1.63167 -3.48240 2.81152  0.29
H35 -0.49152 -4.64646 3.48438  0.41
H36 -1.53528 -5.12368 2.15464  0.36

=====

# 3
Computed, not measured: a cluster of 5 separate species, C22H36F10IO10PS in total, with ωB97M-V with the def2-TZVPD basis set.

Computed properties:
spin multiplicity: 1
orbital gap: 6.9079 eV
SMILES string: CC[C@@H](F)O[P@@](=O)(OC[C@@H](C)I)OS(=O)(=O)C(F)(F)C(F)(F)C(F)(F)C(F)(F)F.CC(C)=O.CC(C)=O.CC(C)=O.CC(C)=O

Last column: Mulliken charge in e.
Element x y z (Å)
C1 -0.67028 -0.31259 6.70545  -0.78
C2 -1.78538 -1.35105 6.02266  -0.49
C3 -1.41787 -1.34185 4.38929  0.24
F1 -1.07100 0.06112 4.07643  -0.25
O1 -0.34741 -2.32257 4.22161  -0.38
P1 0.58782 -2.10647 2.77550  0.87
O2 1.54472 -0.87328 3.00288  -0.53
O3 1.65699 -3.52830 2.71777  -0.38
C4 3.01420 -3.15038 2.31046  -0.48
C5 3.12658 -2.54696 0.77071  -0.01
C6 3.94277 -1.08961 0.85872  -0.63
I1 4.38216 -3.92077 -0.44101  0.10
O4 -0.28144 -2.14540 1.28394  -0.14
S1 -1.11077 -0.72295 0.90520  1.12
O5 -0.36778 0.60107 1.18530  -0.41
O6 -2.58122 -0.65420 1.47486  -0.54
C7 -1.36909 -0.77210 -0.98953  0.27
F2 -0.52648 -1.86146 -1.54625  -0.22
F3 -2.79646 -1.19221 -1.25242  -0.20
C8 -1.18421 0.68507 -1.71196  0.59
F4 -1.83415 0.55056 -3.07047  -0.30
F5 -1.94053 1.80127 -1.04803  -0.18
C9 0.39389 1.08459 -2.04082  0.48
F6 1.38397 0.34868 -1.22148  -0.15
F7 0.64995 0.65673 -3.46764  -0.27
C10 0.69964 2.69421 -1.99686  0.55
F8 -0.22215 3.42639 -2.89537  -0.21
F9 2.09879 2.88103 -2.53422  -0.24
F10 0.71136 3.19828 -0.60361  -0.19
H1 -0.94057 0.81265 6.52448  0.24
H2 0.35346 -0.52284 6.13309  0.19
H3 -0.45371 -0.56437 7.83796  0.30
H4 -2.89413 -1.03219 6.23631  0.32
H5 -1.53892 -2.44452 6.43296  0.26
H6 -2.43693 -1.67969 3.86695  0.17
H7 3.59282 -2.48033 3.11127  0.24
H8 3.64163 -4.16703 2.28076  0.36
H9 2.09169 -2.45461 0.22305  0.12
H10 5.03155 -1.28288 0.46444  0.35
H11 3.40071 -0.23626 0.24342  -0.02
H12 4.04418 -0.68912 1.95592  0.22
C11 -2.23807 5.15620 -0.72564  -0.73
C12 -3.30983 6.09408 -0.23823  0.61
C13 -4.31992 5.54755 0.73505  -1.04
O7 -3.35846 7.26209 -0.62053  -0.57
H13 -1.58054 5.68720 -1.42214  0.33
H14 -1.64095 4.80332 0.11901  0.33
H15 -2.69323 4.31177 -1.24914  0.19
H16 -3.81551 5.21218 1.64469  0.31
H17 -4.86792 4.72058 0.27651  0.28
H18 -5.03232 6.33615 0.99963  0.30
C14 2.84698 -8.91454 -0.83025  -1.04
C15 3.32725 -7.75614 -1.66290  0.71
C16 3.54964 -8.00224 -3.13131  -1.03
O8 3.53025 -6.65098 -1.16271  -0.44
H19 2.73040 -8.59045 0.20936  0.27
H20 1.87833 -9.26099 -1.19933  0.32
H21 3.57916 -9.72513 -0.86391  0.32
H22 2.61232 -8.30799 -3.60278  0.32
H23 4.31327 -8.77216 -3.26745  0.32
H24 3.89551 -7.07776 -3.60577  0.26
C17 4.50966 4.69908 -2.54986  -0.84
C18 5.29302 5.67372 -3.38788  0.76
C19 4.76313 7.07868 -3.49544  -1.05
O9 6.32631 5.33519 -3.96273  -0.57
H25 5.00995 3.72494 -2.56340  0.29
H26 4.46072 5.05281 -1.51689  0.35
H27 3.50354 4.58130 -2.95990  0.16
H28 4.72554 7.53831 -2.50465  0.31
H29 3.76829 7.06687 -3.94776  0.31
H30 5.43027 7.67031 -4.13130  0.29
C20 -7.69270 -0.45712 -1.86258  -1.13
C21 -6.75854 0.33190 -0.98473  0.62
C22 -5.36181 -0.19969 -0.80356  -0.75
O10 -7.12243 1.37100 -0.43646  -0.57
H31 -8.66515 0.04514 -1.90137  0.31
H32 -7.28881 -0.51609 -2.87644  0.31
H33 -7.83286 -1.45926 -1.44983  0.32
H34 -4.85417 -0.24713 -1.77020  0.28
H35 -5.39816 -1.19038 -0.34349  0.34
H36 -4.80053 0.47203 -0.14540  0.25